{"formula": "CH4BrN2", "method": "the ωB97M-V functional and the def2-TZVPD basis", "homo_energy_ev": -15.1194, "e_tot_ha": -2723.62458, "relative_energy_kcal_mol": 99.5, "total_charge": 1, "gap_ev": 8.7, "elements": ["C", "N", "N", "Br", "H", "H", "H", "H"], "xyz": [[0.06748, 0.53854, 0.02986], [-1.18023, 0.09086, -0.12343], [1.05550, -0.26580, 0.09261], [2.82616, -0.09092, -0.05155], [0.32061, 1.56073, 0.10462], [-1.89073, 0.67728, 0.32768], [-1.37388, -0.92299, -0.21858], [0.17510, -1.58770, -0.16123]], "atomic_forces_ev_per_a": [[-0.36, -0.62, -0.20], [-0.23, 0.95, 0.71], [-3.16, -5.38, -0.90], [0.46, 0.14, -0.10], [-0.39, 1.36, 0.15], [0.00, -0.50, -0.60], [0.04, 0.97, 0.13], [3.64, 3.07, 0.81]], "nbo_charge": [0.343, -0.724, -0.590, 0.474, 0.246, 0.446, 0.414, 0.391]}

=====

{"formula": "C21H30N4O2", "method": "the ωB97M-V functional and the def2-TZVPD basis", "homo_energy_ev": -8.0234, "e_tot_ha": -1187.72384, "relative_energy_kcal_mol": 10.9, "gap_ev": 8.9, "smiles": "CCN(CC)[C@H]1CCN(C(=O)CCc2nnc(CCc3ccccc3)o2)C1", "elements": ["C", "H", "H", "H", "C", "N", "C", "C", "C", "N", "C", "O", "C", "H", "C", "C", "N", "N", "C", "O", "C", "H", "H", "C", "C", "C", "C", "C", "C", "C", "H", "H", "H", "H", "H", "H", "H", "H", "H", "H", "C", "H", "H", "H", "H", "H", "H", "H", "C", "C", "H", "H", "H", "H", "H", "H", "H"], "xyz": [[-2.25672, -0.67636, 2.72954], [-2.33270, 0.22523, 3.33084], [-1.21045, -0.82987, 2.48082], [-2.60193, -1.52264, 3.31891], [-3.11487, -0.53065, 1.47381], [-2.72568, 0.63250, 0.70428], [-1.47190, 0.53514, 0.00209], [-1.46277, 0.44812, -1.53705], [-0.02099, 0.80615, -1.85788], [0.31111, 1.82739, -0.87556], [1.30064, 2.70358, -1.11382], [1.94860, 2.67884, -2.14683], [1.61895, 3.70045, -0.00199], [1.73489, 4.68926, -0.44688], [2.95359, 3.27904, 0.63777], [2.94224, 1.81654, 0.88463], [2.19395, 1.13954, 1.69198], [2.48361, -0.16872, 1.50187], [3.39560, -0.22523, 0.58999], [3.73926, 1.00808, 0.15531], [4.06855, -1.41488, 0.01902], [5.10544, -1.42598, 0.36955], [4.09147, -1.29960, -1.06759], [3.36807, -2.71477, 0.42000], [1.97282, -2.80629, -0.13437], [1.76126, -2.87757, -1.50640], [0.48137, -2.98859, -2.01997], [-0.60596, -3.04681, -1.16467], [-0.40522, -2.97437, 0.20311], [0.87489, -2.84462, 0.71332], [1.02659, -2.77442, 1.77954], [-1.24691, -3.02989, 0.87755], [-1.60440, -3.15740, -1.56315], [0.33370, -3.04113, -3.08901], [2.60510, -2.85798, -2.18206], [3.32997, -2.77217, 1.50784], [3.96150, -3.55325, 0.04614], [3.10969, 3.81667, 1.57383], [3.77333, 3.48942, -0.04991], [0.83612, 3.72780, 0.75044], [-0.57145, 1.76155, 0.27137], [-0.01147, 1.63494, 1.20088], [-1.18864, 2.66428, 0.34102], [0.12938, 1.20597, -2.86227], [0.63589, -0.06328, -1.72689], [-1.72859, -0.54289, -1.89769], [-2.13070, 1.18849, -1.97485], [-0.94880, -0.34959, 0.37496], [-3.80337, 1.39181, 0.11515], [-4.73535, 0.62194, -0.83226], [-4.18370, 0.17706, -1.65519], [-5.48062, 1.30053, -1.24029], [-5.25215, -0.17255, -0.29994], [-3.36793, 2.24137, -0.41489], [-4.40710, 1.79642, 0.93661], [-4.15298, -0.39099, 1.78197], [-3.06428, -1.45565, 0.87727]], "atomic_forces_ev_per_a": [[-0.26, -0.07, -0.23], [0.00, 0.10, 0.08], [0.18, -0.04, -0.01], [0.04, -0.14, 0.12], [0.22, 0.08, 0.19], [-0.04, -0.07, 0.17], [0.18, 0.35, -0.20], [0.18, -0.09, 0.25], [0.07, -0.15, -0.44], [-0.06, -0.15, -0.09], [-0.27, 0.33, 0.25], [0.39, 0.10, -0.25], [0.11, -0.10, -0.24], [-0.09, -0.04, 0.01], [-0.02, 0.01, -0.15], [-0.12, -0.12, 0.55], [0.00, 1.40, 0.13], [0.41, -1.25, -0.29], [-0.21, -0.05, 0.25], [0.11, -0.07, -0.15], [0.14, -0.01, 0.00], [-0.01, 0.00, -0.09], [0.06, -0.04, 0.02], [0.04, 0.18, -0.07], [-0.02, -0.12, 0.01], [0.03, 0.01, 0.05], [-0.04, -0.01, -0.11], [-0.10, -0.01, -0.05], [-0.05, -0.06, 0.04], [-0.02, -0.06, -0.02], [0.03, 0.03, 0.12], [-0.09, 0.02, 0.07], [-0.08, 0.00, -0.03], [-0.01, -0.02, -0.08], [0.10, 0.01, -0.08], [0.04, -0.09, -0.01], [0.01, 0.04, 0.09], [0.07, -0.04, -0.06], [-0.04, 0.06, 0.08], [-0.01, 0.05, 0.04], [-0.24, 0.02, 0.42], [-0.15, 0.06, -0.05], [-0.04, -0.06, 0.04], [0.00, -0.11, 0.09], [-0.03, 0.03, -0.08], [-0.07, -0.02, -0.07], [-0.08, 0.04, -0.02], [0.00, 0.05, -0.03], [-0.15, -0.09, -0.08], [0.25, 0.17, 0.18], [0.04, -0.06, -0.12], [-0.13, 0.03, -0.07], [-0.08, -0.10, 0.03], [-0.04, 0.07, 0.05], [0.02, 0.09, -0.11], [-0.03, -0.07, -0.06], [-0.12, 0.00, 0.03]], "nbo_charge": [-0.614, 0.212, 0.207, 0.204, -0.200, -0.490, 0.020, -0.438, -0.220, -0.438, 0.679, -0.647, -0.475, 0.237, -0.452, 0.475, -0.319, -0.316, 0.467, -0.403, -0.443, 0.233, 0.232, -0.435, 0.077, -0.256, -0.200, -0.233, -0.220, -0.222, 0.221, 0.215, 0.214, 0.214, 0.208, 0.226, 0.221, 0.239, 0.245, 0.220, -0.248, 0.236, 0.187, 0.229, 0.197, 0.219, 0.201, 0.209, -0.202, -0.632, 0.203, 0.211, 0.203, 0.192, 0.190, 0.195, 0.163]}

=====

{"formula": "C7H10O2P", "method": "the ωB97M-V functional and the def2-TZVPD basis", "homo_energy_ev": -4.4050, "e_tot_ha": -764.53853, "relative_energy_kcal_mol": 29.5, "total_charge": -1, "gap_ev": 8.2, "smiles": "O=[P@@]1([O-])CCC#CCCC1", "elements": ["C", "C", "C", "C", "C", "C", "C", "O", "O", "P", "H", "H", "H", "H", "H", "H", "H", "H", "H", "H"], "xyz": [[0.51245, 0.15811, 1.55276], [1.44055, -0.63793, 1.17041], [0.11202, -0.06816, -1.49339], [-0.42190, 1.09415, 2.17901], [1.73210, -1.44851, -0.08377], [1.35669, -0.94855, -1.42474], [-1.32436, 1.42412, 0.92331], [-2.05968, -1.19637, 0.03902], [-2.66901, 0.65957, -1.53004], [-1.66687, -0.01073, -0.66357], [-0.27099, -0.21292, -2.56677], [0.41453, 0.98028, -1.60248], [-1.07219, 0.77910, 3.01290], [0.02699, 1.97686, 2.52362], [2.80617, -1.67535, -0.02445], [1.17196, -2.40635, 0.27485], [1.12722, -1.89262, -2.04100], [2.22051, -0.53297, -1.92082], [-2.37989, 1.50161, 1.18629], [-1.05629, 2.45666, 0.48886]], "atomic_forces_ev_per_a": [[3.95, -2.85, 0.56], [-4.17, 3.53, -0.54], [-1.82, 0.91, -2.86], [-1.57, -0.99, -1.92], [0.46, -2.05, 4.05], [-1.82, -1.98, -0.82], [-0.50, 0.59, -1.93], [-0.36, -3.59, 1.65], [0.66, 0.49, -0.77], [2.38, 4.13, 1.19], [0.33, 0.05, 1.10], [-0.11, 0.07, 0.64], [0.50, -0.73, -0.43], [1.02, 1.26, 0.35], [-0.19, -0.35, -0.33], [0.91, 1.21, -1.31], [0.39, 1.16, 0.77], [0.12, 0.67, -0.13], [-0.04, 0.03, 0.28], [-0.16, -1.57, 0.45]], "nbo_charge": [0.071, -0.116, -0.795, -0.513, -0.451, -0.402, -0.746, -1.175, -1.162, 2.212, 0.220, 0.217, 0.218, 0.208, 0.198, 0.231, 0.196, 0.195, 0.206, 0.188]}